Record 1
Here is 3 unconnected molecules or ions with the total composition C28H18B3BrO7S from the Open Molecules 2025 dataset. Energies are from the ωB97M-V functional and the def2-TZVPD basis.

The electronic energy is -126577.4039 eV. The SMILES is O=C1c2ccccc2C(=O)c2ccccc21.O=C1c2ccccc2C(=O)c2ccccc21.SB1OBOB(Br)O1. As for the multiplicity: 1. The energy relative to the best compared isomer or geometry (same formula, charge and spin) is 0.00 kcal/mol.

Cartesian coordinates (Å):
S: 5.138 7.248 -0.370
B: 4.298 5.738 -0.854
O: 2.969 5.468 -0.565
B: 2.728 4.185 -0.125
O: 3.420 3.160 -0.749
B: 4.732 3.452 -1.060
Br: 6.087 2.141 -0.844
O: 5.037 4.729 -1.466
H: 4.015 7.848 0.049
H: 2.037 3.967 0.812
C: 0.023 1.889 -0.413
C: -0.841 1.478 -1.423
C: -2.207 1.457 -1.204
C: -2.718 1.840 0.032
C: -1.851 2.247 1.047
C: -0.480 2.274 0.818
C: -2.363 2.642 2.392
O: -1.610 3.004 3.269
C: -3.836 2.566 2.615
C: -4.341 2.891 3.869
C: -5.705 2.836 4.100
C: -6.572 2.461 3.079
C: -6.074 2.136 1.829
C: -4.705 2.184 1.593
C: -4.195 1.812 0.241
O: -4.950 1.495 -0.652
H: 1.092 1.885 -0.587
H: -0.441 1.162 -2.378
H: -2.899 1.142 -1.973
H: 0.171 2.586 1.624
H: -3.647 3.182 4.646
H: -6.097 3.086 5.077
H: -7.638 2.422 3.262
H: -6.728 1.840 1.019
C: -0.314 -1.445 0.579
C: -1.306 -2.411 0.459
C: -1.016 -3.637 -0.114
C: 0.268 -3.900 -0.578
C: 1.261 -2.925 -0.468
C: 0.966 -1.699 0.118
C: 2.642 -3.163 -0.980
O: 3.505 -2.319 -0.879
C: 2.917 -4.479 -1.628
C: 4.184 -4.719 -2.148
C: 4.467 -5.934 -2.746
C: 3.487 -6.919 -2.825
C: 2.224 -6.685 -2.311
C: 1.932 -5.464 -1.713
C: 0.557 -5.233 -1.182
O: -0.293 -6.095 -1.241
H: -0.543 -0.488 1.030
H: -2.308 -2.203 0.812
H: -1.768 -4.408 -0.214
H: 1.753 -0.961 0.196
H: 4.929 -3.939 -2.070
H: 5.452 -6.119 -3.153
H: 3.712 -7.869 -3.291
H: 1.444 -7.433 -2.361

Record 2
Here is 4 unconnected molecules or ions with the total composition C23H30F2N2O14 at a distorted geometry from the Open Molecules 2025 dataset. Energies are from the ωB97M-V functional and the def2-TZVPD basis.

The electronic energy is -61418.6231 eV. The SMILES is O=C1c2cccc(N(C(=O)F)C(=O)F)c2C(=O)N1CCCCO.COC(=O)OC.COC(=O)OC.COC(=O)OC. As for the multiplicity: 1.

Cartesian coordinates (Å):
O: 4.088 -4.507 -0.920
C: 2.908 -4.687 -0.926
C: 1.814 -3.755 -1.390
C: 1.795 -2.773 -2.349
C: 0.589 -2.090 -2.520
C: -0.516 -2.371 -1.730
C: -0.473 -3.359 -0.765
N: -1.652 -3.623 0.042
C: -2.387 -4.783 -0.333
O: -3.555 -4.850 -0.287
F: -1.657 -5.793 -0.779
C: -1.426 -3.500 1.425
O: -0.759 -2.668 1.917
F: -2.107 -4.387 2.119
C: 0.711 -4.070 -0.623
C: 1.085 -5.221 0.266
O: 0.635 -5.559 1.320
N: 2.201 -5.795 -0.396
C: 2.941 -6.862 0.269
C: 2.516 -8.239 -0.248
C: 1.013 -8.481 -0.177
C: 0.573 -9.795 -0.827
O: -0.591 -10.318 -0.184
H: 2.676 -2.582 -2.940
H: 0.502 -1.330 -3.281
H: -1.449 -1.840 -1.846
H: 2.866 -6.805 1.352
H: 3.993 -6.750 0.025
H: 2.847 -8.325 -1.285
H: 3.041 -8.978 0.353
H: 0.714 -8.470 0.870
H: 0.484 -7.670 -0.675
H: 1.348 -10.551 -0.813
H: 0.285 -9.571 -1.856
H: -1.289 -9.664 -0.286
C: 3.376 3.616 -0.095
O: 2.932 2.350 -0.589
C: 3.090 1.345 0.273
O: 3.555 1.429 1.378
O: 2.638 0.231 -0.303
C: 2.743 -0.940 0.513
H: 3.197 4.343 -0.882
H: 2.812 3.905 0.790
H: 4.441 3.589 0.129
H: 2.154 -0.828 1.421
H: 3.784 -1.145 0.758
H: 2.355 -1.756 -0.083
C: -1.369 7.605 2.454
O: -0.496 6.473 2.485
C: -1.111 5.314 2.713
O: -2.292 5.162 2.883
O: -0.190 4.350 2.720
C: -0.715 3.042 2.957
H: -0.750 8.475 2.258
H: -2.103 7.504 1.657
H: -1.870 7.730 3.412
H: -1.421 2.764 2.176
H: -1.192 2.990 3.933
H: 0.125 2.353 2.934
C: -3.661 12.284 -1.929
O: -4.110 11.014 -2.407
C: -3.949 10.016 -1.540
O: -3.476 10.107 -0.438
O: -4.404 8.898 -2.104
C: -4.292 7.736 -1.279
H: -3.850 12.997 -2.727
H: -4.218 12.579 -1.042
H: -2.595 12.259 -1.712
H: -4.872 7.856 -0.365
H: -3.250 7.534 -1.039
H: -4.695 6.909 -1.855

Record 3
Here is C5H9NO in the gas phase at a distorted geometry from the Open Molecules 2025 dataset. Energies are from the ωB97M-V functional and the def2-TZVPD basis.

The electronic energy is -8866.3679 eV. The SMILES is CC1(C)N/C1=C\O. As for the multiplicity: 1. The energy relative to the best compared isomer or geometry (same formula, charge and spin) is 65.60 kcal/mol.

Cartesian coordinates (Å):
C: 0.558 -0.045 0.092
C: 1.319 -1.307 -0.238
C: 1.283 1.244 -0.218
N: -0.262 -0.125 1.310
C: -0.932 -0.041 0.087
C: -2.039 -0.108 -0.591
O: -3.272 0.056 0.115
H: -3.153 -0.185 1.042
H: -0.286 0.694 1.910
H: -2.151 -0.026 -1.658
H: 0.747 -2.178 0.070
H: 1.501 -1.365 -1.310
H: 0.662 2.109 0.010
H: 2.200 1.312 0.369
H: 1.548 1.279 -1.272
H: 2.277 -1.316 0.281

Record 4
Here is a molecular structure, C3H7NO2 from the Open Molecules 2025 dataset. Energies are from the ωB97M-V functional and the def2-TZVPD basis.

The electronic energy is -8806.9236 eV. As for the multiplicity: 1. The energy relative to the best compared isomer or geometry (same formula, charge and spin) is 83.14 kcal/mol.

Cartesian coordinates (Å):
N: -1.332 -0.947 -0.362
C: -1.121 0.104 -1.069
O: -1.429 0.713 -2.049
C: 0.187 1.204 -0.148
C: 0.971 0.629 0.847
O: 0.811 -1.458 0.984
H: -0.122 -1.424 0.581
H: -2.065 -1.499 -0.806
H: -0.621 1.840 0.210
H: 0.703 1.568 -1.032
H: 2.036 0.477 0.705
H: 0.638 0.607 1.879
H: 1.344 -1.813 0.259

Record 5
Here is 7 unconnected molecules or ions with the total composition C21H56O12 at a distorted geometry from the Open Molecules 2025 dataset. Energies are from the ωB97M-V functional and the def2-TZVPD basis.

The electronic energy is -47246.6071 eV. The SMILES is COCCOC.COCCOC.COCCOC.COCCOC.COCCOC.CO.O. As for the multiplicity: 1. The energy relative to the best compared isomer or geometry (same formula, charge and spin) is 9.25 kcal/mol.

Cartesian coordinates (Å):
C: -3.626 -2.871 4.709
O: -3.520 -2.130 3.516
C: -2.848 -0.811 3.601
C: -3.497 0.141 4.578
O: -4.843 0.226 4.320
C: -5.605 0.940 5.252
H: -2.662 -3.219 5.083
H: -4.247 -3.731 4.458
H: -4.032 -2.235 5.495
H: -2.548 -0.299 2.686
H: -1.799 -0.941 3.866
H: -3.141 1.151 4.374
H: -3.403 -0.153 5.623
H: -6.640 0.767 4.959
H: -5.460 2.018 5.324
H: -5.488 0.593 6.279
C: -2.376 -0.140 -7.957
O: -1.553 -0.504 -6.852
C: -1.848 -1.769 -6.312
C: -1.311 -1.961 -4.881
O: 0.118 -1.952 -4.836
C: 0.606 -2.160 -3.537
H: -3.411 -0.057 -7.624
H: -2.305 -0.814 -8.811
H: -1.934 0.819 -8.228
H: -1.452 -2.564 -6.944
H: -2.906 -2.016 -6.216
H: -1.839 -2.845 -4.525
H: -1.742 -1.180 -4.256
H: 0.490 -3.186 -3.189
H: 0.124 -1.472 -2.842
H: 1.638 -1.819 -3.446
C: -2.160 -4.001 -1.514
O: -2.407 -2.656 -1.744
C: -3.023 -1.908 -0.695
C: -3.308 -0.524 -1.166
O: -2.029 -0.003 -1.501
C: -1.969 1.406 -1.747
H: -1.784 -4.189 -0.508
H: -1.379 -4.296 -2.216
H: -3.019 -4.639 -1.721
H: -2.327 -1.874 0.143
H: -3.871 -2.369 -0.189
H: -3.809 0.025 -0.368
H: -3.910 -0.535 -2.076
H: -2.945 1.710 -2.124
H: -1.225 1.593 -2.522
H: -1.651 1.901 -0.830
C: 2.377 6.664 4.915
O: 3.032 5.919 3.858
C: 3.290 4.575 4.195
C: 3.961 3.790 3.038
O: 3.373 4.054 1.766
C: 2.300 3.178 1.645
H: 1.440 6.198 5.223
H: 2.167 7.686 4.601
H: 2.992 6.795 5.806
H: 2.345 4.099 4.459
H: 3.836 4.525 5.138
H: 4.041 2.746 3.342
H: 4.972 4.196 2.990
H: 1.543 3.169 2.430
H: 2.671 2.161 1.519
H: 1.831 3.369 0.680
C: 5.910 -3.203 -0.826
O: 4.813 -2.340 -0.874
C: 5.032 -0.929 -1.088
C: 3.682 -0.135 -1.048
O: 3.955 1.203 -1.202
C: 2.881 1.938 -1.818
H: 6.584 -2.855 -0.042
H: 6.395 -3.085 -1.795
H: 5.767 -4.245 -0.541
H: 5.563 -0.833 -2.036
H: 5.719 -0.616 -0.301
H: 3.177 -0.232 -0.087
H: 3.075 -0.477 -1.887
H: 1.959 1.875 -1.240
H: 2.692 1.703 -2.865
H: 2.999 3.021 -1.813
O: 2.072 -3.107 -0.832
H: 1.427 -2.468 -0.528
H: 2.918 -2.723 -0.601
C: 0.324 0.019 0.743
O: 0.401 -1.040 -0.160
H: -0.628 -0.082 1.264
H: 1.077 -0.009 1.531
H: 0.300 0.991 0.250
H: -0.388 -0.962 -0.701

Record 6
Here is a gas-phase ion, C5H16N3 (charge +1) at a distorted geometry from the Open Molecules 2025 dataset. Energies are from the ωB97M-V functional and the def2-TZVPD basis.

The net charge is +1. The electronic energy is -9907.2501 eV. The SMILES is NCCCNCC[NH3+]. As for the multiplicity: 1. The energy relative to the best compared isomer or geometry (same formula, charge and spin) is 56.87 kcal/mol.

Cartesian coordinates (Å):
C: 0.837 -1.505 1.397
N: -0.259 -1.035 0.570
C: -0.120 -1.281 -0.876
C: -1.052 -0.442 -1.718
C: -0.516 1.032 -1.801
N: -1.489 2.017 -1.304
C: 1.472 -0.251 2.168
N: 1.134 1.029 1.462
H: 1.610 -1.808 0.708
H: 0.478 -2.054 2.262
H: -1.143 -1.214 1.014
H: -0.511 -2.304 -1.000
H: 0.877 -1.358 -1.221
H: -0.996 -0.723 -2.771
H: -2.105 -0.450 -1.465
H: 0.347 1.104 -1.148
H: -0.209 1.164 -2.836
H: -1.015 2.900 -1.224
H: -2.221 2.122 -1.991
H: 0.935 -0.155 3.109
H: 2.513 -0.329 2.459
H: 0.799 0.885 0.512
H: 1.954 1.637 1.395
H: 0.447 1.578 1.970